# 1
Here is a structure of composition C25H28BrCl5InN8O11S2 from OMol25. Energies are from wB97M-V/def2-TZVPD.

Each line ends with the Löwdin charge.
Geometry (Å):
In -0.95 -0.24 0.04  0.799
O 0.21 3.34 1.26  -0.335
S 0.73 2.09 0.70  0.347
O 2.12 2.20 0.26  -0.342
O -0.13 1.71 -0.52  -0.416
O 0.52 0.94 1.62  -0.365
Cl -5.03 -4.78 4.48  0.644
C -3.86 -3.94 3.53  -0.723
C -4.20 -3.42 2.29  -0.699
Cl -5.81 -3.61 1.69  0.672
C -3.26 -2.74 1.52  -0.582
Cl -3.69 -2.09 -0.02  0.794
C -1.93 -2.56 1.96  -0.462
O -1.01 -1.95 1.28  -0.177
C -1.62 -3.10 3.23  -0.597
Cl 0.00 -2.88 3.80  0.738
C -2.56 -3.78 4.00  -0.705
Cl -2.11 -4.42 5.54  0.664
C -2.38 3.74 3.27  -0.040
N -2.31 2.32 2.96  -0.115
C -1.73 1.44 3.96  -0.023
C -2.46 1.87 1.70  -0.427
N -2.44 0.59 1.41  0.108
N -2.59 2.83 0.72  0.128
C -3.15 2.56 -0.54  -0.544
N -2.39 3.15 -1.55  0.138
N -4.24 1.93 -0.63  0.144
H -1.42 4.22 3.10  0.088
H -2.67 3.85 4.31  0.085
H -3.14 4.22 2.65  0.089
H -1.34 2.04 4.77  0.091
H -0.90 0.87 3.52  0.082
H -2.48 0.75 4.37  0.095
H -2.45 0.01 2.24  0.058
H -1.81 3.48 0.73  0.113
H -1.40 2.94 -1.43  0.066
H -2.72 2.90 -2.47  0.043
H -4.47 1.76 -1.61  0.043
C 5.90 2.52 2.55  -0.115
C 5.20 2.42 1.20  -0.296
S 5.71 0.95 0.36  0.659
O 5.32 -0.19 1.14  -0.290
O 7.10 1.08 -0.02  -0.324
C 4.73 0.96 -1.14  -0.194
C 4.46 -0.45 -1.63  -0.118
N 3.25 -1.01 -1.03  0.072
C 2.01 -0.54 -1.29  -0.286
N 1.13 -1.02 -0.42  0.091
C 1.82 -1.82 0.45  0.023
C 3.12 -1.81 0.09  -0.134
N 4.16 -2.65 0.61  -0.348
O 5.12 -2.89 -0.12  0.066
O 3.98 -3.12 1.71  0.100
C 1.70 0.37 -2.42  0.020
H 5.57 3.42 3.07  0.076
H 6.98 2.55 2.43  0.074
H 5.64 1.66 3.17  0.077
H 5.45 3.26 0.55  0.110
H 4.11 2.36 1.29  0.079
H 5.30 1.53 -1.87  0.113
H 3.80 1.49 -0.89  0.069
H 5.28 -1.13 -1.42  0.113
H 4.31 -0.44 -2.71  0.125
H 1.33 -2.35 1.25  0.103
H 2.21 0.04 -3.33  0.094
H 1.99 1.39 -2.18  0.088
H 0.63 0.37 -2.60  0.049
Br -1.69 1.11 -4.64  0.817
C -2.37 -0.65 -4.84  -0.581
C -3.00 -0.92 -6.05  -0.148
C -3.48 -2.19 -6.32  -0.090
C -3.31 -3.20 -5.39  -0.077
C -2.66 -2.93 -4.20  -0.015
C -2.19 -1.65 -3.89  -0.141
C -1.56 -1.51 -2.52  -0.642
O -1.02 -2.49 -2.02  0.041
O -1.68 -0.36 -1.95  -0.150
H -3.11 -0.12 -6.77  0.089
H -3.99 -2.38 -7.26  0.101
H -3.68 -4.20 -5.59  0.102
H -2.51 -3.70 -3.45  0.121

The total charge is -1. The value obtained for the orbital gap is 8.12 eV. The LUMO energy is 2.0931 eV. For the HOMO energy, the calculation gives -0.2215 Ha. The energy relative to the best compared isomer or geometry (same formula, charge and spin) is 0.0 kcal/mol.


# 2
Here is a structure of composition C25H28BrCl5InN8O11S2 from OMol25. Energies are from wB97M-V/def2-TZVPD.

Each line ends with the Löwdin charge.
Geometry (Å):
In 1.09 -0.27 1.84  0.748
O 4.14 -0.46 -0.10  -0.331
S 2.99 0.42 -0.11  0.343
O 2.99 1.42 -1.16  -0.330
O 1.70 -0.44 -0.23  -0.423
O 2.77 1.04 1.26  -0.382
Cl 1.98 6.75 3.88  0.642
C 1.41 5.21 3.35  -0.719
C 1.82 4.04 3.99  -0.693
Cl 2.90 4.14 5.33  0.670
C 1.35 2.80 3.57  -0.570
Cl 1.84 1.36 4.39  0.781
C 0.47 2.66 2.48  -0.466
O 0.01 1.53 2.07  -0.157
C 0.06 3.87 1.87  -0.571
Cl -1.05 3.74 0.56  0.790
C 0.52 5.11 2.28  -0.697
Cl -0.01 6.54 1.48  0.662
C -1.65 -2.81 -1.17  -0.043
N -1.79 -3.14 0.24  -0.150
C -2.85 -4.07 0.57  -0.055
C -1.19 -2.33 1.17  -0.394
N -0.76 -1.15 0.94  0.160
N -1.04 -2.95 2.41  0.142
C -0.40 -2.43 3.51  -0.500
N -0.15 -3.38 4.48  0.155
N -0.13 -1.18 3.63  0.117
H -1.72 -3.74 -1.74  0.090
H -0.68 -2.36 -1.35  0.100
H -2.42 -2.12 -1.52  0.078
H -2.59 -5.09 0.25  0.089
H -3.78 -3.78 0.07  0.090
H -3.04 -4.07 1.64  0.084
H -1.03 -0.76 0.04  0.049
H -0.93 -3.95 2.32  0.141
H 0.14 -4.28 4.12  0.043
H 0.52 -3.06 5.17  0.102
H 0.33 -0.98 4.52  0.053
C -3.56 0.32 -5.86  -0.109
C -2.50 1.02 -5.02  -0.288
S -2.53 2.76 -5.38  0.651
O -3.79 3.30 -4.94  -0.298
O -2.12 2.93 -6.75  -0.317
C -1.24 3.48 -4.37  -0.197
C -1.67 3.82 -2.95  -0.141
N -2.16 2.66 -2.21  0.017
C -1.40 1.58 -1.86  -0.369
N -2.14 0.63 -1.32  0.127
C -3.42 1.09 -1.31  -0.040
C -3.45 2.33 -1.87  -0.183
N -4.59 3.20 -1.94  -0.338
O -4.41 4.39 -2.07  0.076
O -5.68 2.66 -1.84  0.079
C 0.06 1.50 -2.07  0.008
H -3.54 -0.75 -5.64  0.077
H -3.38 0.46 -6.92  0.076
H -4.55 0.70 -5.61  0.080
H -1.49 0.67 -5.26  0.109
H -2.68 0.89 -3.96  0.077
H -0.97 4.40 -4.90  0.116
H -0.38 2.81 -4.41  0.095
H -2.47 4.55 -2.96  0.110
H -0.82 4.23 -2.40  0.119
H -4.24 0.54 -0.90  0.121
H 0.56 2.45 -1.89  0.089
H 0.30 1.16 -3.08  0.093
H 0.48 0.77 -1.38  0.050
Br 2.70 -5.58 3.84  0.758
C 4.14 -4.61 3.04  -0.587
C 5.38 -5.22 3.08  -0.150
C 6.47 -4.56 2.53  -0.092
C 6.31 -3.31 1.96  -0.062
C 5.07 -2.70 1.95  0.011
C 3.96 -3.35 2.49  -0.147
C 2.63 -2.64 2.37  -0.609
O 2.64 -1.44 2.80  -0.061
O 1.66 -3.21 1.87  0.008
H 5.49 -6.19 3.53  0.088
H 7.44 -5.04 2.54  0.099
H 7.16 -2.79 1.52  0.106
H 4.91 -1.73 1.49  0.101

The total charge is -1. The value obtained for the orbital gap is 7.38 eV. The LUMO energy is 1.6266 eV. For the HOMO energy, the calculation gives -0.2116 Ha. The energy relative to the best compared isomer or geometry (same formula, charge and spin) is 21.7 kcal/mol.


# 3
Here is a structure of composition C25H28Cl2F4N6OPRu from OMol25. Energies are from wB97M-V/def2-TZVPD.

Each line ends with the Löwdin spin population.
Geometry (Å):
Ru 11.82 13.03 8.56  1.863
C 12.81 12.29 5.65  0.016
N 12.56 13.51 6.42  0.120
C 11.56 14.31 5.66  0.007
C 13.79 14.34 6.72  0.007
C 14.68 13.73 7.80  0.045
N 13.83 13.31 8.91  0.450
C 14.53 13.06 10.08  0.023
C 14.25 13.65 11.39  0.050
F 13.01 14.16 11.64  0.015
C 15.28 13.72 12.32  -0.006
F 15.14 14.51 13.46  -0.005
C 16.42 12.88 12.23  0.050
C 16.50 12.09 11.10  -0.004
F 17.37 11.01 11.14  -0.003
C 15.60 12.12 10.03  0.041
F 15.62 11.07 9.10  0.007
H 13.40 12.58 4.72  0.005
H 11.88 11.72 5.40  0.002
H 13.46 11.66 6.27  0.002
H 11.89 14.68 4.67  0.003
H 11.26 15.21 6.23  0.001
H 10.67 13.70 5.50  0.001
H 13.41 15.31 7.07  0.001
H 14.38 14.57 5.82  0.002
H 15.30 14.55 8.18  0.009
H 15.36 12.94 7.39  0.021
H 17.13 12.84 13.09  0.002
Cl 11.50 17.71 10.32  0.059
C 10.27 16.65 9.90  0.174
C 8.98 16.84 10.32  0.045
C 7.88 16.16 9.79  0.260
Cl 6.31 16.70 10.31  0.094
C 8.07 15.07 8.95  0.028
C 7.10 14.29 8.26  0.286
C 7.47 13.04 7.70  0.081
C 8.81 12.65 7.74  0.182
N 9.78 13.42 8.30  0.243
C 9.43 14.63 8.77  0.103
C 10.51 15.42 9.19  0.248
O 11.73 14.98 9.07  0.283
H 8.69 17.65 11.00  -0.001
H 6.11 14.68 8.20  0.015
H 6.70 12.35 7.39  0.000
H 9.20 11.83 7.20  0.011
C 12.95 8.37 10.59  0.001
N 12.84 8.37 9.08  0.002
C 11.53 7.89 8.52  0.001
N 10.46 8.62 9.12  0.004
C 10.47 8.63 10.59  0.001
N 11.79 9.16 11.14  0.011
C 11.93 10.58 10.99  0.027
P 11.81 10.96 9.14  0.089
C 13.14 9.74 8.57  0.012
C 10.27 9.94 8.62  0.007
H 13.84 8.80 10.87  0.000
H 12.86 7.31 10.96  0.000
H 13.57 7.74 8.68  0.000
H 11.45 6.82 8.77  0.000
H 11.48 8.00 7.43  0.000
H 10.36 7.62 11.02  0.000
H 9.62 9.32 10.83  0.000
H 12.89 10.90 11.42  0.001
H 11.08 11.04 11.54  0.002
H 14.04 10.17 8.91  0.000
H 13.15 9.77 7.50  0.000
H 10.01 9.95 7.56  0.000
H 9.45 10.39 9.17  0.003

As for the spin multiplicity: 6. The total charge is +2. The value obtained for the orbital gap (alpha / beta) is 5.32 / 6.20 eV. The LUMO energy (alpha / beta) is -5.3302 / -7.8344 eV. Its expectation value of S² is 8.8126. For the HOMO energy (alpha / beta), the calculation gives -0.3915 / -0.5157 Ha. The energy relative to the best compared isomer or geometry (same formula, charge and spin) is 5.3 kcal/mol.


# 4
Here is a structure of composition C25H28Cl5IN2OSi2Ti from OMol25. Energies are from wB97M-V/def2-TZVPD.

Each line ends with the Löwdin charge.
Geometry (Å):
Ti 1.14 -0.41 -0.34  0.712
Cl 0.66 -3.08 0.97  0.736
C 0.57 -3.36 -0.76  -0.682
C 0.85 -2.29 -1.58  -0.262
C 0.86 -2.56 -2.95  -0.690
Cl 1.26 -1.31 -4.08  0.671
C 0.53 -3.82 -3.46  -0.711
Cl 0.52 -4.10 -5.17  0.624
C 0.21 -4.86 -2.58  -0.701
Cl -0.21 -6.42 -3.20  0.615
C 0.24 -4.64 -1.20  -0.714
Cl -0.13 -5.91 -0.09  0.637
I 4.12 -0.46 -1.78  0.938
C 2.85 1.12 -2.26  -0.805
C 3.27 2.14 -3.05  -0.235
C 2.46 3.27 -3.25  -0.183
C 1.33 3.32 -2.42  -0.168
C 0.97 2.31 -1.59  -0.197
N 1.62 1.05 -1.56  -0.208
H 4.24 2.04 -3.51  0.071
H 2.72 4.05 -3.95  0.048
H 0.71 4.21 -2.39  0.085
H 0.14 2.41 -0.90  0.073
C 1.90 0.53 1.39  -0.218
C 2.24 1.44 2.47  -0.215
C 2.93 1.05 3.62  -0.032
C 3.18 1.96 4.63  -0.113
C 2.77 3.28 4.51  -0.136
C 2.09 3.69 3.37  -0.116
C 1.82 2.78 2.36  -0.046
H 3.28 0.02 3.67  0.093
H 3.71 1.64 5.52  0.087
H 2.97 3.99 5.31  0.080
H 1.77 4.72 3.26  0.088
H 1.30 3.08 1.46  0.101
O 3.47 -1.20 1.72  -0.249
N 2.49 -0.59 1.14  -0.398
C -3.19 0.75 2.24  -0.195
Si -1.82 -0.48 1.72  0.393
C -2.74 -2.15 1.71  -0.193
C -0.67 -0.45 3.21  -0.184
C -1.05 0.00 0.09  -0.441
Si -2.21 -0.12 -1.35  0.407
C -1.58 0.63 -2.96  -0.187
C -2.74 -1.91 -1.73  -0.160
C -3.87 0.77 -1.05  -0.199
H -3.39 0.63 3.30  0.012
H -4.12 0.61 1.70  -0.002
H -2.87 1.78 2.08  0.023
H -3.10 -2.32 2.72  0.020
H -2.13 -2.99 1.42  -0.007
H -3.61 -2.11 1.06  0.005
H -1.23 -0.73 4.11  0.020
H -0.30 0.56 3.36  0.023
H 0.20 -1.08 3.14  0.008
H -0.84 1.07 0.28  -0.011
H -0.53 0.46 -3.14  -0.031
H -1.74 1.71 -2.97  0.024
H -2.15 0.20 -3.79  0.022
H -1.89 -2.57 -1.85  0.006
H -3.29 -1.90 -2.67  0.024
H -3.38 -2.33 -0.96  0.004
H -3.71 1.79 -0.70  0.022
H -4.51 0.27 -0.33  0.003
H -4.41 0.83 -2.00  0.015

The total charge is -2. The value obtained for the orbital gap (alpha / beta) is 3.31 / 3.31 eV. The LUMO energy (alpha / beta) is 4.0632 / 4.0631 eV. For the HOMO energy (alpha / beta), the calculation gives 0.0276 / 0.0278 Ha. The energy relative to the best compared isomer or geometry (same formula, charge and spin) is 53.6 kcal/mol.